Below is a molecular structure, C34H48GeN6O7SScSe4Si3 at a distorted geometry, with properties calculated with ωB97M-V with the def2-TZVPD basis set.

Energy relative to the best compared isomer or geometry (same formula, charge and spin) = 2.613 eV
Frontier orbital gap (alpha / beta) = 6.3 / 5.2 eV
Expectation value of S² = 0.757
Net charge = -2
HOMO energy (alpha / beta) = -0.101 / -0.103 Ha
2S+1 = 2

Structure (XYZ):
```
105
Properties=species:S:1:pos:R:3:forces:R:3
Sc -0.431 -0.103 1.278 1.50 -1.24 -0.84
O -0.594 -1.355 6.629 0.00 0.08 0.18
C -1.387 -0.280 6.480 -0.06 -0.09 -0.03
C -1.797 0.389 7.631 0.09 -0.04 0.11
C -2.606 1.503 7.550 -0.02 -0.10 -0.01
C -3.076 1.936 6.319 -0.11 0.14 -0.06
C -2.696 1.273 5.171 -0.04 -0.05 -0.04
C -1.829 0.183 5.228 -0.05 -0.08 -0.07
C -1.337 -0.409 3.974 0.09 -1.06 0.22
O -1.752 0.048 2.838 -0.23 -0.33 0.07
N -0.462 -1.392 4.064 -0.18 -0.27 -0.02
N -0.027 -1.771 2.803 -0.21 -0.13 0.22
C 0.408 -2.974 2.638 -0.30 0.63 0.54
C 0.537 -3.535 1.328 -0.23 0.09 -0.72
C 1.210 -4.750 1.149 -0.07 0.08 0.00
C 1.234 -5.386 -0.066 0.13 -0.16 -0.03
C 0.522 -4.837 -1.133 0.05 -0.05 -0.03
C -0.171 -3.662 -0.988 -0.14 0.35 0.11
C -0.154 -2.936 0.224 0.46 -1.01 0.19
O -0.761 -1.795 0.307 -0.52 0.31 -0.26
H -0.344 -1.666 5.720 0.00 0.09 -0.06
H -1.448 0.019 8.583 0.09 -0.02 0.08
H -2.874 2.034 8.453 -0.05 0.00 0.05
H -3.724 2.795 6.251 -0.08 0.13 -0.01
H -3.070 1.596 4.207 0.14 -0.01 0.00
H 0.581 -3.620 3.508 -0.12 0.17 -0.09
H 1.728 -5.174 1.998 0.08 -0.08 0.10
H 1.798 -6.294 -0.204 0.05 -0.08 0.03
H 0.518 -5.341 -2.091 0.01 -0.02 -0.03
H -0.738 -3.243 -1.807 0.01 0.03 -0.07
Se 0.780 1.273 3.337 0.69 0.31 1.60
Se 2.199 2.748 4.249 0.65 0.37 0.09
Se -0.929 4.643 3.119 0.34 -0.31 0.01
Se -0.849 2.557 2.334 -0.99 1.91 0.28
C -0.660 -0.932 -3.516 -0.27 0.17 0.56
Si -2.197 -0.274 -2.568 -0.23 -0.35 -0.77
C -3.229 -1.797 -2.041 0.36 0.39 0.06
C -3.165 0.504 -4.029 0.19 -0.05 0.51
Ge -1.719 1.164 -0.689 -1.13 0.74 -1.23
Si -3.998 1.649 0.014 -0.78 -0.07 0.52
C -4.130 3.182 1.168 0.44 -0.57 -0.23
C -5.375 1.950 -1.291 0.65 -0.14 0.19
C -4.610 0.125 1.012 0.41 0.41 -0.21
Si -1.164 3.225 -1.839 0.56 0.69 -0.30
C -0.846 4.707 -0.659 -0.03 -0.70 -0.12
C 0.457 3.001 -2.865 -0.56 -0.11 0.44
C -2.411 3.970 -3.093 0.19 -0.50 0.38
H -0.944 -1.687 -4.244 -0.19 -0.16 -0.10
H 0.073 -1.369 -2.848 0.13 -0.16 0.06
H -0.170 -0.131 -4.064 0.09 0.24 -0.06
H -3.157 -2.610 -2.758 0.07 -0.11 -0.25
H -4.282 -1.552 -1.932 -0.20 0.16 0.03
H -2.869 -2.164 -1.086 0.03 -0.09 0.21
H -3.425 -0.248 -4.768 -0.02 -0.30 -0.11
H -2.557 1.249 -4.529 0.17 0.18 -0.12
H -4.079 0.984 -3.705 -0.25 0.17 0.07
H -3.864 4.093 0.639 0.07 0.21 -0.16
H -3.431 3.099 2.001 -0.11 0.03 0.01
H -5.124 3.324 1.586 -0.28 -0.15 -0.03
H -5.131 2.791 -1.928 0.07 0.22 -0.23
H -6.328 2.161 -0.817 -0.17 0.03 0.28
H -5.507 1.080 -1.923 -0.03 -0.23 -0.18
H -3.846 -0.176 1.726 0.05 -0.01 0.10
H -4.784 -0.721 0.353 -0.02 -0.14 -0.18
H -5.526 0.312 1.568 -0.22 0.17 0.04
H -0.237 4.406 0.189 0.02 0.01 0.11
H -1.778 5.057 -0.227 -0.21 0.05 0.09
H -0.372 5.558 -1.143 0.10 0.10 -0.30
H 1.264 2.647 -2.230 0.17 -0.08 0.14
H 0.784 3.921 -3.341 -0.03 0.29 -0.03
H 0.312 2.266 -3.652 -0.06 -0.21 -0.16
H -3.357 4.192 -2.614 -0.29 0.05 0.18
H -2.614 3.294 -3.912 -0.09 -0.22 -0.21
H -2.040 4.894 -3.522 0.28 0.26 0.01
C 3.690 1.828 1.058 0.08 -0.13 0.10
C 2.414 2.463 0.587 -0.47 -1.02 0.27
N 2.508 3.725 0.150 -0.08 0.73 -0.31
O 1.334 1.863 0.595 0.58 0.70 -0.79
H 4.559 2.257 0.570 0.15 0.06 -0.14
H 3.668 0.753 0.898 -0.04 0.10 -0.08
H 3.775 2.006 2.132 -0.08 0.01 0.03
H 3.339 4.261 0.331 -0.08 -0.07 0.00
H 1.652 4.220 -0.066 0.15 -0.08 0.10
O 8.488 -4.601 -2.481 -0.24 -0.10 -0.08
S 7.160 -5.182 -2.654 0.19 -0.16 0.05
O 6.527 -5.613 -1.419 0.02 0.18 -0.26
O 7.041 -6.127 -3.755 -0.02 0.27 0.13
C 6.211 -3.709 -3.208 0.24 -0.23 0.33
N 6.573 -3.154 -4.355 0.29 -0.14 -0.59
C 5.965 -2.036 -4.704 -0.18 0.12 0.21
C 5.003 -1.426 -3.907 0.00 -0.21 0.21
C 4.681 -2.091 -2.724 0.38 -0.13 -0.67
N 5.289 -3.230 -2.397 -0.32 0.08 0.43
C 3.665 -1.607 -1.776 -0.48 0.18 0.49
C 2.646 -0.728 -2.137 0.24 -0.22 0.15
C 1.725 -0.340 -1.183 0.02 0.27 -0.08
N 1.754 -0.744 0.087 -0.13 -0.22 0.16
C 2.727 -1.594 0.432 0.04 0.00 0.08
C 3.687 -2.050 -0.453 0.04 0.13 -0.17
H 6.262 -1.602 -5.653 0.00 0.06 -0.01
H 4.550 -0.489 -4.189 -0.05 0.07 -0.03
H 2.545 -0.376 -3.152 -0.05 0.07 -0.07
H 0.937 0.357 -1.452 -0.01 -0.08 0.06
H 2.746 -1.913 1.471 -0.03 0.07 -0.13
H 4.459 -2.739 -0.150 0.02 -0.11 0.09
```
Positions in Å, forces in eV/Å.

***

Below is 7 unconnected molecules or ions with the total composition C34H48N6O12 at a distorted geometry, with properties calculated with ωB97M-V with the def2-TZVPD basis set.

Energy relative to the best compared isomer or geometry (same formula, charge and spin) = 2.178 eV
Frontier orbital gap = 4.1 eV
HOMO energy = -0.279 Ha

Structure (XYZ):
```
100
Properties=species:S:1:pos:R:3:forces:R:3
C -4.653 3.691 -1.381 1.94 5.95 -2.14
C -3.550 2.882 -0.908 1.43 -0.07 2.42
C -3.494 2.928 0.647 1.25 1.87 1.07
C -4.546 2.130 1.357 -1.77 1.61 -1.33
C -4.374 0.710 0.876 0.72 0.19 2.15
C -4.470 0.445 -0.641 -0.46 -3.44 2.45
N -3.741 1.449 -1.344 1.36 0.31 -7.31
O -3.395 1.207 -2.575 -1.64 0.79 6.34
C -5.980 0.419 -0.973 0.87 0.58 -0.30
C -3.737 -0.964 -0.861 2.45 0.43 -1.80
C -2.281 3.452 -1.449 3.47 -0.84 -1.94
H -4.611 4.824 -0.889 0.29 -3.04 -1.23
H -5.557 3.415 -1.183 -5.41 -2.19 1.81
H -4.722 3.854 -2.473 0.71 -0.12 0.27
H -3.365 3.963 1.125 -0.84 -0.79 -1.51
H -2.488 2.633 0.810 0.96 -1.38 0.82
H -5.535 2.696 1.056 1.20 -1.52 0.70
H -4.532 2.080 2.457 0.45 0.51 -0.47
H -4.983 0.167 1.688 0.72 -0.48 -2.28
H -3.295 0.575 1.103 -0.55 -0.58 0.27
H -6.514 -0.375 -0.531 0.24 -1.62 0.66
H -6.203 0.374 -2.008 -0.12 0.37 -1.07
H -6.422 1.226 -0.447 -0.50 1.36 -0.14
H -3.881 -1.360 -1.912 -0.57 0.29 1.25
H -4.072 -1.719 -0.061 0.80 1.37 -1.25
H -2.492 -0.741 -0.993 -3.34 -0.63 1.37
H -2.303 4.503 -1.253 -0.25 0.73 -0.01
H -2.158 3.313 -2.609 -0.36 0.25 2.24
H -1.270 3.113 -0.957 -2.21 -0.12 -0.78
C -0.026 0.657 0.981 -0.14 2.96 -2.67
O -0.396 1.273 1.942 -2.28 1.20 3.24
O 1.071 -0.026 1.119 -4.17 -3.03 -11.07
O -0.441 0.855 -0.227 -0.18 -1.45 0.52
H 1.582 -0.064 1.771 6.09 0.34 9.54
C 4.003 1.787 -1.293 -2.58 -3.80 -3.13
C 3.265 0.484 -1.888 4.61 1.64 -2.84
C 3.865 -0.097 -3.186 0.39 1.67 1.77
C 5.089 0.589 -3.871 -4.56 3.53 6.11
C 5.600 2.009 -3.260 -1.87 -4.93 -0.21
C 4.997 2.476 -1.990 2.20 0.47 -1.45
N 5.536 0.084 -5.083 -0.70 -4.32 -0.73
O 4.886 -0.977 -5.560 2.64 4.24 0.98
O 6.609 0.520 -5.440 -0.27 -0.34 -1.38
H 3.535 2.201 -0.425 0.05 0.16 0.54
H 2.373 -0.054 -1.477 1.09 0.96 0.09
H 3.383 -1.109 -3.575 1.34 2.52 0.62
H 6.525 2.315 -3.815 -1.22 0.44 0.93
H 5.454 3.469 -1.519 -1.13 -2.32 -1.12
C 0.432 -4.325 2.019 1.91 0.87 -0.48
C 0.234 -3.131 1.210 0.79 -1.02 -3.70
C 0.611 -3.101 -0.299 3.30 -11.68 8.20
C 1.291 -4.362 -0.906 -1.57 1.27 5.71
C 1.625 -5.506 0.001 -3.47 4.20 1.50
C 1.145 -5.455 1.495 -0.05 0.88 -2.56
N 1.778 -4.367 -2.258 3.13 2.10 -3.89
O 2.307 -5.358 -2.813 -1.87 1.06 2.13
O 1.892 -3.230 -2.870 -1.36 -2.72 2.31
H 0.332 -4.331 3.192 -0.34 0.21 -2.64
H -0.231 -2.170 1.544 0.53 -1.18 -0.05
H 0.335 -2.377 -0.789 -2.44 7.62 -5.21
H 1.984 -6.249 -0.653 0.92 -1.71 0.45
H 1.245 -6.225 2.307 0.50 0.24 -1.72
C 0.149 0.054 -3.293 0.70 0.46 -1.65
C 0.507 1.491 -3.147 -0.42 2.06 -2.27
C 0.336 2.538 -4.349 0.45 -5.15 -0.21
C 0.010 1.941 -5.752 0.20 -2.01 4.42
C -0.450 0.540 -5.859 1.81 0.33 4.99
C -0.374 -0.380 -4.559 0.61 3.24 -1.84
N 0.030 2.769 -6.963 -1.72 2.52 -0.13
O 0.617 3.876 -7.069 -0.29 -2.75 0.88
O -0.841 2.425 -7.750 0.82 -0.16 -0.54
H 0.455 -0.874 -2.603 -0.88 2.83 -1.02
H 0.949 1.976 -2.169 -1.23 -1.42 -2.06
H 0.650 3.603 -4.228 -0.36 -1.20 -0.17
H -0.672 -0.033 -6.745 -0.10 0.61 -0.34
H -0.659 -1.437 -4.676 0.22 0.65 -0.13
C 4.138 -0.362 3.182 -4.56 -0.64 -6.22
O 2.913 -0.072 2.993 2.81 -0.10 1.65
N 4.710 -0.522 4.337 0.04 -0.17 1.10
C 6.055 -1.030 4.423 0.45 -1.00 0.62
C 3.986 -0.196 5.611 0.20 2.04 -1.61
H 4.573 -0.684 1.960 0.23 0.82 4.18
H 5.987 -1.966 5.043 0.61 0.95 -0.36
H 6.656 -0.243 4.866 0.46 -0.27 0.44
H 6.548 -1.302 3.465 -0.92 0.32 0.38
H 4.388 -0.664 6.456 0.82 -1.07 0.85
H 2.920 -0.276 5.603 -0.61 -1.00 -0.72
H 4.035 0.884 5.797 0.61 0.02 -0.10
C -2.235 -0.777 4.157 -5.98 0.68 5.19
O -3.354 -0.180 4.136 3.30 -1.65 -0.85
N -1.845 -1.534 5.244 1.20 1.13 -1.51
C -0.415 -1.981 5.322 -1.58 0.35 -5.85
C -2.671 -1.741 6.335 -2.87 -3.26 3.43
H -1.462 -0.889 3.559 3.19 0.78 -4.45
H -0.434 -3.111 5.171 0.68 1.40 -1.02
H -0.037 -1.967 6.204 1.59 0.67 6.46
H 0.399 -1.187 4.808 -2.51 -2.64 0.28
H -2.766 -2.834 6.700 0.38 0.61 -1.47
H -3.769 -1.493 6.463 1.39 0.56 -1.62
H -2.289 -1.455 7.270 1.15 1.56 1.19
```
Positions in Å, forces in eV/Å.

***

In order of appearance, DFT total energy = -432389.785 -69516.543 eV.